A structure of composition C26H22LiN4O4, computed with wB97M-V/def2-TZVPD.

Structure (ORCA input):
```
! RIJCOSX wB97M-V def2-TZVPD def2/J DEFGRID3
* xyz -1 1
O 4.0087 0.7111 2.0727
O 5.3862 2.3765 2.3100
O 3.2416 2.7162 2.3126
O 1.6274 -1.2322 0.4261
N 1.0022 1.7430 0.4313
N -0.6800 -3.4510 -0.8786
N -0.3342 -2.1991 -0.3576
N 4.2313 1.9530 2.2374
C -0.4259 2.0581 2.3306
C -2.1559 1.3807 -1.8048
C 0.0017 1.1148 4.4652
C 2.8854 1.1240 -2.6592
C 2.0024 1.5492 -3.6448
C -1.3081 -0.8961 -2.2091
C 1.4099 -3.5998 -0.0872
C -0.1442 2.0997 0.8783
C -1.8339 0.2226 -2.6949
C 0.7458 2.0070 -3.2780
C -1.5147 -0.1843 0.1337
C -1.1545 1.6947 4.9753
C 0.2695 -5.7438 -0.9186
C -2.0533 -3.8647 -0.6767
C -1.9266 2.5281 4.1676
C 0.4236 1.2563 3.1312
C 1.2620 1.6595 -0.9491
C -1.0778 -1.0633 -0.7630
C 2.5200 1.1834 -1.3261
C 0.3794 -4.2879 -0.6194
C -2.1837 1.0940 -0.2761
C -1.3036 2.3627 -0.0431
C 1.0084 -2.2072 0.0598
C 0.3598 2.0488 -1.9443
C -1.0308 2.4610 -1.5616
C -1.5579 2.7135 2.8473
Li 2.1756 1.0208 1.9590
H -2.2659 -4.1068 0.3712
H -2.7979 3.0319 4.5701
H -3.1652 1.1660 0.1976
H -1.9938 0.3359 -3.7622
H -2.2534 -4.7333 -1.3004
H -1.3341 -0.3440 1.1925
H 0.0437 2.3321 -4.0401
H 2.3930 -3.9718 0.1467
H -2.7149 -3.0588 -0.9854
H -2.1431 3.4022 2.2436
H 0.0407 -5.9117 -1.9728
H -1.4628 1.5124 6.0015
H -1.8976 3.1942 0.3259
H -3.0733 1.8601 -2.1499
H -0.5178 -6.2129 -0.3244
H -1.2732 3.4309 -2.0003
H 3.8666 0.7554 -2.9320
H 3.1959 0.8637 -0.5411
H -1.0160 -1.7116 -2.8612
H 1.2128 -6.2320 -0.6844
H 2.2903 1.5259 -4.6891
H 0.6102 0.5233 5.1481
*
```

LUMO level: 2.3 eV
Frontier orbital gap: 6.20 eV

=====

A structure of composition C26H22N8O5RuS2, computed with wB97M-V/def2-TZVPD.

Structure (ORCA input):
```
! RIJCOSX wB97M-V def2-TZVPD def2/J DEFGRID3
* xyz 1 2
Ru 0.3576 -1.1739 -0.2894
S 5.0375 4.4684 -1.7246
S -0.7611 1.5062 1.3016
O 1.5168 -2.5784 -1.4361
O 0.0947 1.6675 2.4440
O -0.3994 2.1284 0.0568
O -1.0556 -2.0986 -1.3147
O -1.4813 -2.9047 -3.3568
N 3.8128 3.8870 -2.5942
N -0.7942 -0.1208 0.9279
N -6.2909 2.9322 2.6875
N 2.0024 -0.2175 0.5640
N -1.6000 -0.9784 3.0304
N -0.3003 -2.1913 1.4452
N 0.7538 0.2223 -1.7446
N 4.9774 3.4716 -0.4611
C 2.1709 2.0659 -2.3116
C -3.3327 2.0834 0.7056
C 3.3059 2.8752 -1.9100
C 1.4026 2.3041 -3.4520
C -0.3883 -3.3004 2.1705
C 4.1126 1.3345 1.4628
C 3.6006 0.3222 2.2441
C -2.7385 2.1182 3.0503
C 0.7817 -4.6558 -2.4551
C -4.9963 2.6260 2.3656
C 3.9757 2.6370 -0.6829
C 2.4911 0.7764 -0.2116
C -4.6257 2.4265 1.0264
C -2.3885 1.9295 1.7180
C 0.0066 0.4725 -2.8126
C -0.7317 -2.6763 -2.4412
C -1.0814 -3.2951 3.3650
C 3.5491 1.5754 0.2094
C 1.3749 -2.6433 -3.8475
C 0.7407 -3.1433 -2.5646
C -1.6579 -2.0914 3.7566
C -0.9451 -1.0841 1.8902
C 2.5372 -0.4299 1.7617
C 0.3073 1.5068 -3.6944
C 1.8076 1.0181 -1.4738
C -4.0311 2.4690 3.3705
H 1.8095 -5.0168 -2.5294
H 3.9983 0.1136 3.2262
H -4.3088 2.6242 4.4054
H 2.3672 -3.0771 -3.9717
H 0.1070 -4.1861 1.7924
H -1.9917 1.9921 3.8212
H -0.8536 -0.1671 -2.9628
H 0.7458 -2.9329 -4.6868
H -6.4844 3.2927 3.6051
H -6.9022 3.2575 1.9595
H -5.3643 2.5482 0.2441
H -2.1949 -2.0188 4.6952
H -1.1654 -4.1841 3.9703
H -0.3280 1.6697 -4.5526
H 1.4698 -1.5580 -3.8400
H 1.7951 -3.3184 -0.8835
H 0.2017 -5.0855 -3.2695
H 1.6693 3.1183 -4.1126
H -3.0448 1.9438 -0.3280
H 2.0898 -1.2173 2.3531
H 0.3364 -4.9943 -1.5157
H 4.9306 1.9548 1.8047
*
```

LUMO level (alpha / beta): -3.5 / -4.2 eV
Frontier orbital gap (alpha / beta): 6.90 / 6.23 eV
Expectation value of S²: 0.75

=====

A structure of composition C26H23BeF3N5O4S2, computed with wB97M-V/def2-TZVPD.

Structure (ORCA input):
```
! RIJCOSX wB97M-V def2-TZVPD def2/J DEFGRID3
* xyz -1 1
S -0.8600 3.5551 -0.9548
S 1.6857 2.8786 2.1096
F 3.4586 0.7225 5.4587
F 4.7700 2.4076 5.0833
F 2.6298 2.6375 4.8993
O 0.8758 0.3966 0.3890
O -0.8476 4.4933 -2.0461
O -1.1194 4.0814 0.3551
O 2.1141 -1.4552 0.0869
N 2.1602 1.4566 -1.7907
N -4.9677 -0.6818 -1.7250
N 0.2529 1.9670 -3.1355
N 0.5721 2.7403 -0.8890
N 3.3577 1.4357 0.8630
C 2.0120 0.6105 -4.0026
C -0.8473 -1.6645 1.7387
C 3.6263 1.8009 4.6371
C 5.0734 0.0145 1.6919
C -0.7181 -2.4340 -0.5577
C -1.8704 -3.1833 -0.3523
C 4.7912 0.4366 2.9812
C -2.0855 2.2958 -1.2482
C -2.9687 0.1500 -0.6548
C 2.6530 0.7350 -2.7816
C -0.3171 -0.8261 2.8719
C -2.5167 -3.2023 0.8789
C -2.0280 1.1458 -0.4763
C -3.7493 -4.0450 1.0867
C -0.0370 -2.4344 -1.8999
C 0.7852 1.2527 -4.1087
C -3.0953 2.4709 -2.1742
C 3.7956 1.3686 3.2145
C 0.9669 2.0746 -1.9967
C -0.2111 -1.6728 0.4974
C -1.9905 -2.4408 1.9131
C 4.3200 0.5497 0.6657
C -4.0511 1.4826 -2.3424
C 1.0588 -0.8731 0.3051
C -3.9918 0.3069 -1.5909
C 3.0364 1.8555 2.1171
Be 1.6472 1.7600 0.1363
H -4.6980 -1.5866 -1.3759
H -3.1082 3.3716 -2.7749
H -2.4770 -2.4438 2.8837
H 0.1887 1.1759 -5.0143
H 3.5986 0.2372 -2.5923
H 5.3469 0.0289 3.8174
H -4.3403 -3.6727 1.9235
H -0.7159 -1.1690 3.8266
H 5.8261 -0.7339 1.4941
H -0.5967 -3.0343 -2.6177
H -0.5978 0.2205 2.7369
H -1.2191 1.0228 0.2329
H -5.4321 -0.7195 -2.6157
H -2.2685 -3.7728 -1.1731
H 2.4366 0.0351 -4.8114
H -2.9072 -0.7649 -0.0756
H -4.3749 -4.0535 0.1927
H 0.7719 -0.8579 2.9114
H 0.0520 -1.4171 -2.2883
H 4.4968 0.2686 -0.3648
H 0.9728 -2.8344 -1.8062
H -4.8482 1.6106 -3.0668
H -3.4764 -5.0806 1.3046
*
```

LUMO level: 2.5 eV
Frontier orbital gap: 7.46 eV

=====

An isolated molecule of C26H23ClN4O2, computed with wB97M-V/def2-TZVPD.

Structure (ORCA input):
```
! RIJCOSX wB97M-V def2-TZVPD def2/J DEFGRID3
* xyz 0 1
Cl -3.7693 7.3527 -4.1421
O -0.0185 6.0723 1.1884
O -1.8017 -1.9413 -1.3978
N 1.0350 3.3974 1.0522
N 0.4065 -0.7204 0.1796
N 0.1248 -2.0064 -0.1586
N -0.1311 -4.6379 0.1707
C 1.5981 -7.6194 1.4230
C -0.7435 -4.0691 -1.0058
C 1.1153 2.0283 0.9163
C -1.2955 5.7289 -0.7599
C -0.3381 0.2548 -0.1866
C 3.0444 3.4389 2.2715
C 0.7968 -6.4913 1.3935
C 1.9839 4.0934 1.7179
C 1.2553 -6.2930 -0.9645
C -0.0095 1.5996 0.1775
C -1.7763 5.8568 -3.1144
C -0.8885 -2.5483 -0.8793
C -2.3163 6.6400 -0.5081
C 2.2275 -8.0932 0.2844
C 0.1353 -6.0081 2.6536
C -0.0845 3.8602 0.3847
C -1.0218 5.3535 -2.0722
C 2.1952 1.3393 1.4762
C 3.1567 2.0409 2.1536
C -0.7566 2.7470 -0.1415
C -3.0882 7.1342 -1.5421
C 0.6138 -5.8120 0.1749
C -2.0743 2.7296 -0.8352
C -2.8138 6.7364 -2.8417
C -0.4295 5.2664 0.3628
C 2.0527 -7.4207 -0.9097
H -1.5642 5.5737 -4.1335
H 3.9982 1.5337 2.5985
H -0.9520 -6.0089 2.5549
H -1.2332 0.1217 -0.7867
H 0.4575 -4.9967 2.9040
H 0.3936 -6.6602 3.4838
H 1.8434 5.1603 1.7888
H -0.2051 4.6777 -2.2774
H -2.6409 1.8530 -0.5282
H -1.7388 -4.4838 -1.2191
H 0.8038 -2.6610 0.2173
H -1.9439 2.6789 -1.9160
H -0.7166 -4.5406 0.9881
H 1.1391 -5.7885 -1.9113
H -0.1156 -4.2501 -1.8807
H 1.7314 -8.1406 2.3605
H 2.8462 -8.9760 0.3323
H 2.5364 -7.7717 -1.8092
H -3.8904 7.8284 -1.3473
H 3.7937 4.0012 2.8042
H 2.2276 0.2706 1.3504
H -2.6531 3.6191 -0.6038
H -2.5021 6.9504 0.5090
*
```

LUMO level: 0.1 eV
Frontier orbital gap: 7.63 eV
Structure (SMILES): Cc1ccccc1NCC(=O)N/N=C/c1c(C)c(C(=O)c2ccc(Cl)cc2)n2ccccc12

=====

| no. | E (hartree) |
| --- | --- |
| 1 | -1531.42455 |
| 2 | -2709.43789 |
| 3 | -2690.35483 |
| 4 | -1834.27806 |